(1)
{"formula": "CH3NO2P2", "method": "wB97M-V/def2-TZVPD", "species": ["H", "P", "C", "H", "H", "O", "N", "O", "P"], "coordinates": [[2.20, 1.65, 0.26], [3.11, 0.67, -0.08], [-1.31, -1.42, 0.60], [-0.02, 0.62, 0.85], [-2.23, 0.73, -1.52], [-1.76, 0.75, -0.67], [-1.81, -2.40, 0.89], [2.24, -0.47, 0.01], [-0.42, -0.14, -0.35]], "total_energy_ha": -927.78608, "smiles": "N#CPO.O=P", "lumo_energy_ev": -1.4, "homo_energy_ev": -9.666}

***

(2)
{"formula": "C4H9FP", "method": "wB97M-V/def2-TZVPD", "species": ["H", "C", "H", "C", "H", "H", "H", "H", "C", "C", "H", "P", "H", "H", "F"], "coordinates": [[-4.26, 1.31, 0.76], [1.22, 0.32, 0.71], [3.07, 0.16, -0.66], [2.07, -1.80, -0.29], [1.54, 1.38, 0.95], [-3.82, 0.48, -0.64], [-3.75, 2.39, -0.56], [2.93, -2.39, -0.80], [-3.58, 1.35, -0.09], [2.14, -0.30, -0.29], [2.16, -2.09, 0.73], [0.48, 0.15, -0.95], [1.13, -2.12, -0.69], [0.85, -0.19, 1.56], [-2.17, 1.35, 0.26]], "total_energy_ha": -598.62573, "total_charge": 1, "lumo_energy_ev": -7.6, "homo_energy_ev": -15.441}

***

(3)
{"formula": "C17H34N2O", "method": "wB97M-V/def2-TZVPD", "species": ["H", "H", "H", "H", "H", "C", "N", "C", "H", "H", "H", "H", "H", "H", "H", "C", "N", "H", "H", "H", "C", "C", "H", "H", "C", "O", "H", "H", "C", "H", "C", "C", "H", "H", "C", "H", "H", "C", "H", "C", "C", "H", "C", "H", "H", "H", "H", "H", "C", "C", "H", "H", "C", "H"], "coordinates": [[2.64, 3.03, -1.27], [2.38, -1.40, 2.91], [3.31, -2.95, 1.35], [1.77, -3.05, -1.36], [-5.52, -2.79, 0.23], [2.67, -2.15, 0.93], [1.85, 0.77, 0.33], [1.60, 0.10, 1.60], [5.17, -2.22, -0.08], [-3.82, -0.41, 1.89], [1.64, 0.85, 2.39], [0.04, 3.60, 0.26], [0.67, 2.32, -1.69], [0.49, -0.50, -0.55], [-3.21, 1.84, 1.29], [-5.71, -1.90, 0.83], [3.11, -1.77, -0.40], [-1.40, 0.22, 0.82], [-6.52, 0.01, -1.10], [3.38, -3.77, -1.11], [2.84, -2.84, -1.35], [-1.06, 1.90, -0.50], [-4.87, 0.39, -1.62], [3.30, 1.48, -1.82], [2.63, -0.99, 1.93], [3.55, 1.85, 1.32], [-3.81, 1.66, -0.36], [-6.79, -1.74, 0.84], [3.31, 2.21, -1.02], [4.68, -0.53, 0.19], [2.92, 1.60, 0.30], [4.51, -1.41, -0.43], [1.65, -2.56, 0.84], [-5.38, -2.09, 1.84], [-1.90, 0.72, -0.01], [0.00, 2.23, 1.36], [4.79, -1.16, -1.46], [1.07, 0.38, -0.82], [3.14, -2.51, -2.34], [-4.09, -0.05, 0.91], [-0.58, 2.79, 0.64], [-5.50, -1.25, -1.77], [0.11, 1.44, -1.39], [1.74, 0.07, -1.63], [-2.02, 0.00, -0.82], [4.31, 2.62, -0.91], [-1.70, 2.52, -1.15], [3.61, -0.52, 2.01], [-5.50, -0.36, -1.15], [-5.02, -0.71, 0.23], [-0.31, 1.00, -2.30], [0.60, -0.34, 1.57], [-3.30, 1.14, 0.46], [-1.43, 3.23, 1.16]], "total_energy_ha": -852.89479, "smiles": "CC(=O)N(CCCN(C)C)CC[C@H](C)CCC=C(C)C", "lumo_energy_ev": 0.7, "homo_energy_ev": -8.443}